i) Computed, not measured: a gas-phase ion, CHO2S2 (charge -1), with ωB97M-V with the def2-TZVPD basis set.

The orbital gap is 6.3 eV. As for the total charge: -1. The calculation puts the LUMO energy at 0.137 hartree.

Element x y z (Å)
C  0.069  0.594  -0.470
O  -2.058  2.067  -1.532
O  -0.191  1.745  0.244
S  0.804  0.562  -1.898
S  -1.768  1.411  -0.318
H  0.017  -0.414  0.086

=====

ii) Computed, not measured: 2 unconnected molecules or ions with the total composition CHO2S2, with ωB97M-V with the def2-TZVPD basis set.

The orbital gap is 5.3 eV. As for the total charge: -1. The calculation puts the LUMO energy at 0.117 hartree.

Element x y z (Å)
C  -1.194  0.260  0.121
O  1.129  -0.200  0.393
O  -1.024  1.059  -0.681
S  -1.601  -1.006  1.011
S  1.729  0.914  -0.815
H  0.962  -1.026  -0.029

=====

Order from most stable to least stable according to the calculation: ii), i)